Molecular formula: C45H30BBaClF17O5PS
Method: DFT, wB97M-V/def2-TZVPD

Each line ends with the Löwdin charge.
Cartesian coordinates (Å):
Ba -0.152447 1.114682 1.473244  1.76
C 2.192953 -2.039967 -3.040095  -0.06
C 1.897214 -2.153127 -1.567112  -0.28
C 2.882175 -1.891174 -0.622863  -0.04
C 2.632898 -2.012061 0.741601  -0.27
C 3.718060 -1.710458 1.740634  -0.04
C 1.367943 -2.423153 1.150235  -0.03
C 0.355979 -2.689974 0.224299  -0.26
C -1.003213 -3.157169 0.672527  -0.04
C 0.634540 -2.543162 -1.131170  -0.04
H 2.697712 -2.939434 -3.403268  0.08
H 2.843058 -1.187240 -3.252560  0.07
H 1.272247 -1.921740 -3.611859  0.07
H 3.873371 -1.594239 -0.954679  0.10
H 4.576297 -2.372530 1.598612  0.08
H 3.358495 -1.833995 2.759778  0.06
H 4.070818 -0.681023 1.641190  0.07
H 1.155295 -2.537244 2.209684  0.12
H -0.995424 -4.239476 0.830908  0.08
H -1.753427 -2.938553 -0.088441  0.05
H -1.299175 -2.678061 1.606818  0.04
H -0.157103 -2.733291 -1.849110  0.04
Cl -0.068288 0.662398 -2.595697  0.75
C 1.218969 1.343311 -3.524794  -0.65
C 1.104161 1.249969 -4.908809  -0.11
C 2.094539 1.770606 -5.719501  -0.09
C 3.202211 2.388435 -5.150958  -0.09
C 3.306873 2.476366 -3.774292  -0.09
C 2.322736 1.955212 -2.929098  -0.39
P 2.456364 2.045472 -1.100222  1.09
C 1.780077 3.699508 -0.727584  -0.40
C 1.770315 4.070788 0.619201  -0.13
C 1.215864 5.278607 1.010767  -0.07
C 0.653156 6.121288 0.061609  -0.09
C 0.656227 5.755198 -1.276814  -0.08
C 1.222192 4.551359 -1.673585  -0.08
C 4.261445 2.337689 -0.909564  -0.37
C 5.090772 1.220146 -1.006747  -0.10
C 6.464719 1.336259 -0.865804  -0.09
C 7.031962 2.576608 -0.605367  -0.10
C 6.216418 3.692914 -0.493890  -0.09
C 4.840531 3.576470 -0.648828  -0.08
H 0.232531 0.760530 -5.322076  0.11
H 2.001507 1.692297 -6.795481  0.10
H 3.982654 2.800174 -5.778461  0.10
H 4.173248 2.955291 -3.335479  0.10
H 2.173394 3.401486 1.375728  0.08
H 1.184922 5.533472 2.061785  0.11
H 0.184312 7.047675 0.368331  0.10
H 0.191735 6.397451 -2.014736  0.10
H 1.195914 4.264789 -2.717416  0.10
H 4.648583 0.247983 -1.190127  0.08
H 7.089727 0.455240 -0.943463  0.10
H 8.103575 2.669465 -0.478958  0.09
H 6.649153 4.662982 -0.282019  0.10
H 4.214092 4.454941 -0.559321  0.10
F -7.988052 -4.535851 -3.231229  0.07
C -6.742822 -4.020377 -3.152265  -0.17
C -5.647209 -4.844301 -2.990972  -0.16
F -5.834602 -6.177593 -2.914072  0.08
C -4.376365 -4.308686 -2.912420  -0.26
F -3.366426 -5.180363 -2.760306  0.05
C -4.112844 -2.931737 -2.991276  -0.64
S -2.520995 -2.273437 -2.914033  0.51
C -5.259408 -2.136572 -3.152317  -0.26
F -5.143779 -0.806378 -3.250878  0.06
C -6.536405 -2.657059 -3.233052  -0.16
F -7.597823 -1.844306 -3.397823  0.08
F 0.334628 2.213928 5.416754  0.17
C 1.464509 2.803435 5.004420  -0.54
F 2.079383 3.306725 6.097550  0.14
F 1.113782 3.840542 4.238556  0.16
C 2.339892 1.787909 4.195408  -0.37
O 1.783915 1.548782 3.012832  -0.39
C 3.774236 2.394664 4.015811  -0.54
F 4.432758 1.770431 3.036755  0.15
F 4.539555 2.319411 5.125523  0.14
F 3.709476 3.695550 3.676076  0.15
C 2.466921 0.469876 5.035871  -0.54
F 1.374334 -0.279058 4.904371  0.16
F 2.657543 0.678514 6.355062  0.14
F 3.511075 -0.266147 4.607441  0.14
O -3.600190 0.550591 2.916238  0.03
B -2.456879 -0.330207 2.918716  -0.43
O -2.709411 -1.248887 3.995073  0.04
C -3.902994 -0.933690 4.562152  -0.25
C -4.552610 -1.535957 5.617601  -0.01
C -5.782862 -0.999818 6.004087  -0.13
C -6.326140 0.097238 5.344829  -0.12
C -5.659529 0.699432 4.275647  -0.01
C -4.445212 0.163769 3.904736  -0.25
H -4.116695 -2.390420 6.119220  0.11
H -6.323495 -1.447322 6.829354  0.08
H -7.283898 0.489758 5.664165  0.09
H -6.068878 1.552420 3.750582  0.11
F -3.935847 4.090079 0.250237  0.15
C -2.698721 4.554788 0.004349  -0.54
F -2.604754 4.771806 -1.313772  0.14
F -2.599850 5.757227 0.608807  0.12
C -1.628268 3.557071 0.525568  -0.66
O -1.393944 3.542045 1.748043  -0.11
O -1.110155 2.814587 -0.337420  -0.19

Forces on atoms 1 to 3 (eV/Å):
0.047 -0.361 0.000
-0.006 0.018 0.003
0.030 -0.008 0.009

Calculated values
molar mass	1220.3	g/mol
DFT total energy	-137612.1636	eV
Kohn-Sham gap	5.801	eV
relative energy (zero: lowest compared OMol25 entry of this formula, charge and spin)	3.5	kcal/mol
total charge	-2

Molecular formula: C45H30Cl3N12O2SeZr
Method: DFT, wB97M-V/def2-TZVPD

Each line ends with the Löwdin charge.
Cartesian coordinates (Å):
Zr -0.180363 -0.279998 -0.045835  1.55
C -2.208489 0.120302 4.057067  -0.03
C -1.253773 0.001308 3.045015  -0.16
N -1.524933 0.195558 1.765854  -0.06
C -2.804268 0.533062 1.402722  -0.19
C -3.826042 0.658252 2.357734  -0.15
C -3.492766 0.434112 3.708582  0.02
C -5.127656 1.023495 1.936391  -0.02
C -5.345580 1.279084 0.617027  -0.05
C -4.312010 1.172582 -0.341642  0.01
C -3.043568 0.785508 0.018851  -0.23
N -1.913077 0.679130 -0.784883  -0.15
C -1.877090 1.076774 -2.126056  -0.28
C -2.834369 0.892281 -3.089159  -0.02
C -2.611931 1.311128 -4.423452  -0.05
C -1.441965 1.898315 -4.799218  -0.02
C -0.411272 2.068430 -3.840308  -0.15
C 0.846453 2.636406 -4.133978  0.02
C 1.797308 2.720121 -3.155342  -0.02
C 1.509937 2.195183 -1.885127  -0.11
N 0.349092 1.666420 -1.570153  0.04
C -0.625543 1.635764 -2.521802  -0.19
H -1.924766 -0.065714 5.082421  0.12
H -0.231750 -0.268469 3.284421  0.10
H -4.266275 0.512722 4.462375  0.13
H -5.921446 1.102224 2.666579  0.12
H -6.330824 1.574089 0.281486  0.11
H -4.536659 1.426643 -1.364353  0.10
H -3.760302 0.391898 -2.848093  0.11
H -3.395239 1.154060 -5.152816  0.11
H -1.277660 2.220538 -5.818936  0.12
H 1.047574 2.994715 -5.136181  0.13
H 2.768260 3.155241 -3.343959  0.11
H 2.274717 2.201256 -1.118070  0.10
C 1.925720 4.109142 3.247404  -0.06
N 1.823152 2.938998 2.382396  -0.11
C 0.740372 2.266696 2.020664  -0.10
N 1.091930 1.228652 1.271951  -0.02
C 2.452226 1.326085 1.218060  -0.21
N 2.931138 2.347017 1.879831  0.15
C 2.150667 3.759253 4.699264  -0.19
C 1.836765 4.698417 5.674950  -0.03
C 2.095980 4.431933 7.011817  -0.05
C 2.662266 3.224771 7.387564  0.00
C 2.963738 2.280773 6.412515  -0.13
C 2.711544 2.548286 5.071486  0.03
C 3.556913 1.000352 6.797367  -0.29
N 3.971006 0.615136 7.949247  0.13
N 4.435355 -0.689012 7.780733  0.13
C 4.259940 -0.976947 6.541511  -0.29
O 3.704529 0.047088 5.842030  0.12
C 4.526204 -2.232358 5.841228  -0.13
C 5.048544 -3.315391 6.545955  0.00
C 5.234900 -4.521565 5.897075  -0.04
C 4.886178 -4.659481 4.557993  -0.02
C 4.379941 -3.579115 3.852842  -0.20
C 3.976175 -3.724947 2.407354  -0.06
N 2.671752 -3.116174 2.165174  -0.11
C 2.366724 -2.091440 1.381135  -0.13
N 1.084317 -1.778666 1.526885  -0.02
C 0.655189 -2.685083 2.460425  -0.21
N 1.586735 -3.503222 2.870262  0.16
C 4.211860 -2.361300 4.496847  0.03
H 1.010330 4.687064 3.123864  0.14
H 2.752767 4.698718 2.852422  0.14
H -0.263691 2.551299 2.288557  0.15
H 3.069677 0.648337 0.653352  0.06
H 1.391863 5.645723 5.393115  0.12
H 1.851773 5.168935 7.764477  0.11
H 2.870061 3.001826 8.425080  0.12
H 2.980449 1.812394 4.326101  0.11
H 5.286663 -3.201573 7.594575  0.12
H 5.631345 -5.368690 6.439659  0.11
H 5.001515 -5.618264 4.067490  0.12
H 3.927758 -4.774280 2.121959  0.13
H 4.673385 -3.217901 1.737807  0.14
H 3.072930 -1.626662 0.714072  0.08
H -0.352899 -2.734453 2.835514  0.09
H 3.799462 -1.513404 3.962414  0.12
Cl 3.582362 -3.070337 -5.932116  0.71
C 2.991769 -2.357705 -4.471377  -0.66
C 1.627176 -2.329430 -4.229497  -0.10
C 1.194697 -1.752404 -3.054467  -0.50
Cl -0.500395 -1.659257 -2.676749  0.78
C 2.049378 -1.207799 -2.096342  -0.44
O 1.560876 -0.678842 -0.987362  -0.38
C 3.411365 -1.251568 -2.392515  -0.56
Cl 4.540352 -0.558059 -1.266412  0.75
C 3.886969 -1.819182 -3.561732  -0.11
H 0.926134 -2.744993 -4.938694  0.12
H 4.948750 -1.839282 -3.761261  0.11
Se -1.740723 -2.532797 -0.032815  0.61
C -2.557336 -2.576633 1.614541  -0.78
N -3.068915 -2.602677 2.649262  0.09

Forces on atoms 1 to 3 (eV/Å):
0.451 0.608 0.205
0.035 0.007 -0.021
0.010 0.020 0.023

Calculated values
molar mass	1047.4	g/mol
DFT total energy	-173323.3325	eV
Kohn-Sham gap	6.916	eV
relative energy (zero: lowest compared OMol25 entry of this formula, charge and spin)	10.0	kcal/mol
total charge	+1